80
Properties=species:S:1:pos:R:3:forces:R:3:lowdin_charge:R:1 method="wB97M-V/def2-TZVPD" orbital_gap_ev="7.3 / 6.5" charge=0 relative_energy_kcal_mol=18.6 e_tot_ev=-67602.777 s_squared=6.0166 multiplicity=5
Pd 0.638 -2.048 -0.693 1.17 -1.42 0.41 0.563
Cl 0.719 -3.264 1.293 -0.13 0.11 -0.19 0.054
P -0.384 -0.030 -0.670 -2.26 1.55 0.07 1.004
C 2.036 -0.233 -0.085 1.96 -0.94 0.94 -0.126
H 1.855 0.258 0.870 -0.13 -0.17 -0.23 -0.011
H 2.871 -0.940 -0.002 -0.05 0.16 -0.21 0.017
C -2.159 -0.566 -0.654 0.08 0.41 -0.33 -0.427
C 0.220 0.398 -2.359 -0.40 -0.84 0.87 -0.434
C -3.236 0.511 -0.803 -0.24 -0.05 -0.05 -0.210
H -2.207 -1.237 -1.530 -0.07 0.02 0.15 0.117
C -4.621 -0.144 -0.896 -0.01 -0.07 -0.01 -0.193
H -3.214 1.180 0.069 -0.02 -0.16 -0.19 0.099
H -3.058 1.132 -1.693 -0.06 -0.13 0.20 0.100
C -4.913 -1.099 0.269 0.02 0.04 0.10 -0.201
H -5.387 0.639 -0.933 0.03 -0.14 -0.06 0.110
H -4.681 -0.702 -1.840 0.01 0.06 0.06 0.115
C -3.774 -2.086 0.549 0.15 0.09 -0.10 -0.190
H -5.108 -0.512 1.177 0.07 0.00 -0.08 0.112
H -5.832 -1.657 0.061 0.05 0.10 0.04 0.107
C -2.407 -1.392 0.615 -0.10 -0.30 0.16 -0.237
H -3.954 -2.611 1.495 -0.03 0.02 -0.18 0.113
H -3.741 -2.849 -0.242 0.00 0.10 0.10 0.118
H -2.374 -0.727 1.491 -0.05 -0.15 -0.18 0.105
H -1.607 -2.137 0.766 -0.41 0.26 -0.06 0.024
C -0.289 1.601 0.255 0.32 -0.36 -0.10 -0.387
C 1.534 1.095 -2.122 -0.52 1.43 -2.49 -0.219
H 0.450 -0.600 -2.801 -0.05 0.44 0.00 0.098
C 2.307 1.074 -3.419 0.56 -0.17 -0.02 -0.185
H 1.394 2.120 -1.758 0.17 -0.18 0.14 0.116
H 2.158 0.490 -1.057 -0.07 -0.38 0.50 -0.003
C 1.495 1.727 -4.560 -0.26 0.12 0.09 -0.181
H 3.266 1.597 -3.314 -0.14 -0.10 -0.07 0.114
H 2.542 0.026 -3.680 -0.09 0.28 0.03 0.119
C 0.041 1.219 -4.678 0.03 -0.16 -0.20 -0.187
H 1.482 2.820 -4.410 0.04 -0.28 -0.01 0.114
H 2.004 1.532 -5.513 -0.06 0.17 0.17 0.110
C -0.712 1.106 -3.344 0.10 0.11 -0.18 -0.184
H -0.522 1.873 -5.354 0.12 -0.10 0.01 0.110
H 0.050 0.222 -5.146 0.03 0.18 0.11 0.117
H -1.024 2.099 -2.981 0.16 -0.44 -0.18 0.100
H -1.623 0.504 -3.482 0.20 0.21 0.01 0.115
C -0.841 1.466 1.675 -0.01 0.03 0.20 -0.204
H 0.789 1.771 0.348 -0.15 0.04 0.05 0.088
C -0.464 2.706 2.497 0.04 -0.16 -0.03 -0.194
H -1.936 1.355 1.645 0.29 0.09 0.05 0.101
H -0.437 0.559 2.156 -0.12 0.27 -0.15 0.098
C -0.916 4.006 1.827 -0.08 0.00 0.02 -0.196
H -0.911 2.619 3.494 0.11 0.09 -0.07 0.113
H 0.628 2.716 2.631 -0.16 0.00 -0.01 0.107
C -0.483 4.100 0.361 0.04 0.00 0.16 -0.188
H -2.009 4.075 1.890 0.05 -0.02 -0.06 0.115
H -0.518 4.864 2.378 -0.07 -0.06 -0.02 0.110
C -0.852 2.853 -0.444 -0.30 -0.16 -0.11 -0.193
H -0.936 4.981 -0.106 0.08 -0.07 0.05 0.113
H 0.606 4.241 0.313 -0.11 -0.03 0.01 0.119
H -1.944 2.763 -0.537 0.26 0.15 0.04 0.105
H -0.458 2.967 -1.461 -0.06 -0.05 0.38 0.082
C 1.608 -0.081 3.870 1.42 1.07 -1.09 -0.103
C 2.706 0.360 3.174 -1.62 -0.46 1.57 -0.124
H 0.782 0.597 4.101 0.30 0.00 -0.23 0.086
C 3.898 -0.517 2.944 0.36 -0.64 -0.03 -0.210
H 2.787 1.409 2.870 -0.15 -0.28 0.09 0.094
C 3.598 -2.010 3.202 -0.01 0.05 -0.22 -0.216
H 4.280 -0.404 1.920 -0.08 0.09 0.14 0.094
H 4.726 -0.209 3.610 -0.27 0.08 -0.19 0.115
C 2.797 -2.205 4.487 -0.17 0.18 -0.08 -0.206
H 3.004 -2.423 2.366 0.30 0.19 0.28 0.046
H 4.534 -2.580 3.256 -0.12 0.15 -0.10 0.108
C 1.446 -1.483 4.350 0.12 -0.89 -0.01 -0.222
H 2.643 -3.276 4.676 0.00 0.24 0.01 0.110
H 3.346 -1.784 5.339 -0.02 -0.10 -0.07 0.114
H 0.848 -2.054 3.612 0.06 0.32 0.35 0.047
H 0.901 -1.524 5.302 0.03 0.14 -0.16 0.109
F 1.739 -2.888 -3.256 -0.65 -0.45 0.45 0.033
C 0.756 -3.349 -2.404 -0.07 0.40 -0.10 -0.382
F -0.438 -3.311 -3.089 0.75 -0.10 0.27 0.034
C 1.056 -4.830 -2.043 0.04 -0.45 -0.05 -0.575
F 2.229 -4.952 -1.381 -0.91 0.20 -0.52 0.123
F 0.065 -5.351 -1.284 0.75 0.47 -0.58 0.118
F 1.140 -5.571 -3.179 -0.01 0.35 0.67 0.137